No. 1
Entry from the Open Molecules 2025 dataset: a structure of composition C45H40AuO3PSSb2 (ωB97M-V with the def2-TZVPD basis set).

Calculated values
E_LUMO: -6.99 eV
HOMO energy: -13.6 eV
HOMO-LUMO gap: 0.243 hartree
Electronic energy: -90334.03544 eV
Max |F|: 0.53 eV Å⁻¹
Energy relative to the best compared isomer or geometry (same formula, charge and spin): 0.0 kcal per mole

Structure (ORCA input):
```
! RIJCOSX wB97M-V def2-TZVPD def2/J DEFGRID3
* xyz 2 1
Au 0.5406 0.0532 0.1388
O 2.4089 1.0512 1.7775
S 3.2924 1.0178 0.6188
O 4.6580 0.6554 0.7910
O 2.6053 0.1128 -0.4347
C 3.2031 2.6083 -0.1381
C 4.3885 3.2450 -0.4567
C 4.3548 4.4950 -1.0623
C 3.1390 5.0894 -1.3520
C 1.9504 4.4408 -1.0409
C 1.9631 3.1955 -0.4197
P 0.3618 2.4568 0.0266
C -0.8084 3.1267 -1.1622
C -1.6633 4.1768 -0.8413
C -2.5276 4.6735 -1.8083
C -2.5392 4.1245 -3.0824
C -1.6795 3.0792 -3.4055
C -0.8146 2.5800 -2.4469
C -0.0717 3.0492 1.6684
C 0.8355 3.7687 2.4393
C 0.4703 4.1912 3.7098
C -0.7897 3.8969 4.2084
C -1.6974 3.1777 3.4389
C -1.3393 2.7492 2.1728
H 5.3258 2.7576 -0.2269
H 5.2805 4.9969 -1.3085
H 3.1063 6.0626 -1.8226
H 1.0103 4.9195 -1.2824
H -1.6577 4.6058 0.1523
H -3.1898 5.4934 -1.5638
H -3.2144 4.5156 -3.8321
H -1.6833 2.6612 -4.4031
H -0.1376 1.7698 -2.6992
H 1.8227 3.9951 2.0595
H 1.1745 4.7512 4.3097
H -1.0695 4.2318 5.1982
H -2.6849 2.9597 3.8241
H -2.0596 2.2115 1.5668
C 0.2357 -3.4368 2.1880
C -1.2815 -3.4444 2.0892
C -1.9338 -2.0637 2.2041
Sb -1.8291 -0.8807 0.4280
C -3.5052 0.3864 0.4314
C -3.6990 1.3215 -0.5805
C -4.8762 2.0537 -0.6142
C -5.8533 1.8535 0.3511
C -5.6624 0.9125 1.3521
C -4.4890 0.1725 1.3952
C -2.1130 -2.2123 -1.1599
C -3.1241 -3.1659 -1.0594
C -3.3589 -4.0230 -2.1244
C -2.5936 -3.9206 -3.2790
C -1.5900 -2.9673 -3.3772
C -1.3430 -2.1110 -2.3142
Sb 1.3449 -2.4158 0.6880
C 1.3716 -3.5538 -1.0558
C 0.7209 -4.7829 -1.1022
C 0.7506 -5.5198 -2.2778
C 1.4258 -5.0285 -3.3870
C 2.0718 -3.7996 -3.3336
C 2.0442 -3.0491 -2.1666
C 3.2665 -2.3481 1.4823
C 4.3190 -2.8409 0.7189
C 5.5983 -2.8198 1.2529
C 5.8132 -2.3003 2.5218
C 4.7561 -1.7988 3.2713
C 3.4727 -1.8176 2.7534
H 0.6414 -4.4507 2.1709
H 0.5742 -2.9838 3.1228
H -1.6644 -4.0589 2.9075
H -1.5925 -3.9431 1.1682
H -1.4735 -1.4709 2.9975
H -2.9891 -2.1655 2.4499
H -2.9568 1.4729 -1.3535
H -5.0291 2.7774 -1.4032
H -6.7699 2.4270 0.3194
H -6.4264 0.7490 2.1000
H -4.3643 -0.5518 2.1882
H -3.7398 -3.2426 -0.1693
H -4.1450 -4.7631 -2.0570
H -2.7858 -4.5872 -4.1092
H -0.9972 -2.8904 -4.2786
H -0.5490 -1.3756 -2.3923
H 0.1964 -5.1755 -0.2388
H 0.2557 -6.4807 -2.3232
H 1.4564 -5.6117 -4.2979
H 2.6067 -3.4292 -4.1982
H 2.5602 -2.0965 -2.1174
H 4.1544 -3.2348 -0.2774
H 6.4269 -3.2025 0.6731
H 6.8148 -2.2802 2.9297
H 4.9333 -1.3853 4.2541
H 2.6587 -1.3921 3.3278
*
```

For each atom in turn, the Löwdin charge in e is: atom 1 (Au): 0.60, atom 2 (O): -0.36, atom 3 (S): 0.49, atom 4 (O): -0.24, atom 5 (O): -0.53, atom 6 (C): -0.28, atom 7 (C): -0.02, atom 8 (C): -0.02, atom 9 (C): -0.03, atom 10 (C): -0.05, atom 11 (C): -0.31, atom 12 (P): 1.01, atom 13 (C): -0.40, atom 14 (C): -0.08, atom 15 (C): -0.06, atom 16 (C): -0.05, atom 17 (C): -0.06, atom 18 (C): -0.11, atom 19 (C): -0.37, atom 20 (C): -0.06, atom 21 (C): -0.04, atom 22 (C): -0.05, atom 23 (C): -0.06, atom 24 (C): -0.11, atom 25 (H): 0.12, atom 26 (H): 0.12, atom 27 (H): 0.12, atom 28 (H): 0.11, atom 29 (H): 0.12, atom 30 (H): 0.12, atom 31 (H): 0.12, atom 32 (H): 0.12, atom 33 (H): 0.11, atom 34 (H): 0.11, atom 35 (H): 0.12, atom 36 (H): 0.12, atom 37 (H): 0.11, atom 38 (H): 0.07, atom 39 (C): -0.33, atom 40 (C): -0.34, atom 41 (C): -0.33, atom 42 (Sb): 1.50, atom 43 (C): -0.38, atom 44 (C): -0.12, atom 45 (C): -0.05, atom 46 (C): -0.04, atom 47 (C): -0.05, atom 48 (C): -0.12, atom 49 (C): -0.39, atom 50 (C): -0.12, atom 51 (C): -0.05, atom 52 (C): -0.05, atom 53 (C): -0.06, atom 54 (C): -0.15, atom 55 (Sb): 1.57, atom 56 (C): -0.39, atom 57 (C): -0.11, atom 58 (C): -0.06, atom 59 (C): -0.05, atom 60 (C): -0.06, atom 61 (C): -0.13, atom 62 (C): -0.38, atom 63 (C): -0.10, atom 64 (C): -0.05, atom 65 (C): -0.04, atom 66 (C): -0.05, atom 67 (C): -0.13, atom 68 (H): 0.08, atom 69 (H): 0.07, atom 70 (H): 0.13, atom 71 (H): 0.09, atom 72 (H): 0.08, atom 73 (H): 0.06, atom 74 (H): 0.08, atom 75 (H): 0.11, atom 76 (H): 0.12, atom 77 (H): 0.12, atom 78 (H): 0.09, atom 79 (H): 0.11, atom 80 (H): 0.12, atom 81 (H): 0.12, atom 82 (H): 0.12, atom 83 (H): 0.08, atom 84 (H): 0.10, atom 85 (H): 0.12, atom 86 (H): 0.12, atom 87 (H): 0.12, atom 88 (H): 0.10, atom 89 (H): 0.10, atom 90 (H): 0.12, atom 91 (H): 0.12, atom 92 (H): 0.12, atom 93 (H): 0.10

No. 2
Entry from the Open Molecules 2025 dataset: a structure of composition C45H40GeN4O3S2Tc in a non-equilibrium geometry (ωB97M-V with the def2-TZVPD basis set).

Calculated values
E_LUMO (alpha / beta): -11.37 / -11.37 eV
HOMO energy (alpha / beta): -16.3 / -16.3 eV
HOMO-LUMO gap (alpha / beta): 0.180 / 0.180 hartree
Electronic energy: -139776.17618 eV
Max |F|: 1.28 eV Å⁻¹
Energy relative to the best compared isomer or geometry (same formula, charge and spin): 0.0 kcal per mole

Structure (ORCA input):
```
! RIJCOSX wB97M-V def2-TZVPD def2/J DEFGRID3
* xyz 3 1
Tc -1.4282 0.6873 -1.3685
O -3.0657 0.1856 -2.4819
S -2.6451 0.7437 -3.8586
O -3.4376 1.8100 -4.3432
N -1.1626 1.1080 -3.3451
C -0.3873 2.2380 -3.7203
C -0.2515 2.8028 -4.9594
C 0.6050 3.9129 -5.1093
C 1.3218 4.4112 -4.0486
C 1.1892 3.8275 -2.7542
C 1.8786 4.2490 -1.5990
C 1.6745 3.6087 -0.4005
C 0.7578 2.5664 -0.3240
N 0.0807 2.1609 -1.3954
C 0.3098 2.7569 -2.6124
C -2.5532 -0.5696 -4.9710
C -1.3604 -1.2711 -5.1436
C -1.3545 -2.3276 -6.0342
C -2.5174 -2.6679 -6.7207
C -3.7008 -1.9538 -6.5293
C -3.7306 -0.8872 -5.6515
H -0.7907 2.4118 -5.8190
H 0.7027 4.3633 -6.0905
H 1.9968 5.2504 -4.1835
H 2.5798 5.0752 -1.6689
H 2.2064 3.8938 0.4973
H 0.5945 2.0515 0.6166
H -0.4621 -1.0014 -4.5990
H -0.4397 -2.8838 -6.1938
H -2.5024 -3.4968 -7.4200
H -4.5968 -2.2239 -7.0734
H -4.6387 -0.3064 -5.5083
C -0.9704 -0.9995 6.0816
C -1.6293 -0.6209 4.7572
C -0.6343 -0.7746 3.6101
N -1.1502 -0.2665 2.3074
C -1.5493 0.9275 2.0279
S -2.4695 1.2536 0.5232
N -1.3817 1.9968 2.7988
C -0.1428 2.2545 3.5778
O 0.8762 1.8246 3.1038
C -0.3309 3.0365 4.7880
C 0.8184 3.4696 5.4587
C 0.6944 4.1922 6.6252
C -0.5712 4.4855 7.1273
C -1.7162 4.0546 6.4663
C -1.6007 3.3301 5.2988
H -1.6826 -0.9134 6.9018
H -0.1229 -0.3439 6.3022
H -0.6071 -2.0332 6.0639
H -1.9965 0.4058 4.8127
H -2.4942 -1.2609 4.5627
H -0.4307 -1.8232 3.4297
H 0.3152 -0.2867 3.8183
H -1.3666 -0.9851 1.6258
H -1.9474 2.8110 2.5911
H 1.7936 3.2319 5.0525
H 1.5785 4.5314 7.1502
H -0.6656 5.0528 8.0445
H -2.6951 4.2826 6.8697
H -2.5029 2.9765 4.8051
C -0.3390 -0.4734 -0.9394
Ge 1.0137 -2.0134 -0.5091
C -0.1412 -3.2247 0.4560
C -1.5396 -3.1428 0.4397
C -2.3119 -4.0361 1.1769
C -1.6938 -5.0306 1.9245
C -0.3070 -5.1378 1.9290
C 0.4672 -4.2393 1.2002
C 1.5744 -2.4550 -2.2834
C 1.9086 -1.4453 -3.1935
C 2.3923 -1.7761 -4.4521
C 2.5430 -3.1143 -4.8060
C 2.2027 -4.1219 -3.9064
C 1.7148 -3.7939 -2.6468
C 2.2665 -1.0664 0.5940
C 2.3308 -1.3271 1.9659
C 3.2690 -0.6737 2.7569
C 4.1385 0.2476 2.1830
C 4.0834 0.5109 0.8170
C 3.1540 -0.1471 0.0207
H -2.0511 -2.4230 -0.1980
H -3.3947 -3.9749 1.1441
H -2.2930 -5.7363 2.4872
H 0.1747 -5.9241 2.4982
H 1.5481 -4.3367 1.2250
H 1.8063 -0.3949 -2.9255
H 2.6676 -0.9937 -5.1529
H 2.9361 -3.3724 -5.7807
H 2.3229 -5.1633 -4.1828
H 1.4461 -4.5885 -1.9577
H 1.6746 -2.0623 2.4158
H 3.3335 -0.8946 3.8154
H 4.8783 0.7470 2.7990
H 4.7835 1.2086 0.3700
H 3.1498 0.0339 -1.0527
*
```

For each atom in turn, the Löwdin charge in e is: atom 1 (Tc): 1.27, atom 2 (O): -0.43, atom 3 (S): 0.71, atom 4 (O): -0.18, atom 5 (N): -0.25, atom 6 (C): -0.23, atom 7 (C): 0.04, atom 8 (C): -0.01, atom 9 (C): 0.03, atom 10 (C): -0.12, atom 11 (C): 0.07, atom 12 (C): 0.00, atom 13 (C): -0.09, atom 14 (N): -0.03, atom 15 (C): -0.15, atom 16 (C): -0.31, atom 17 (C): -0.05, atom 18 (C): -0.04, atom 19 (C): -0.01, atom 20 (C): -0.02, atom 21 (C): -0.03, atom 22 (H): 0.14, atom 23 (H): 0.13, atom 24 (H): 0.14, atom 25 (H): 0.15, atom 26 (H): 0.13, atom 27 (H): 0.09, atom 28 (H): 0.09, atom 29 (H): 0.12, atom 30 (H): 0.13, atom 31 (H): 0.13, atom 32 (H): 0.13, atom 33 (C): -0.07, atom 34 (C): -0.22, atom 35 (C): -0.14, atom 36 (N): 0.11, atom 37 (C): -0.64, atom 38 (S): 0.84, atom 39 (N): 0.12, atom 40 (C): -0.35, atom 41 (O): 0.11, atom 42 (C): -0.16, atom 43 (C): 0.01, atom 44 (C): -0.03, atom 45 (C): -0.01, atom 46 (C): -0.04, atom 47 (C): -0.03, atom 48 (H): 0.09, atom 49 (H): 0.08, atom 50 (H): 0.09, atom 51 (H): 0.09, atom 52 (H): 0.12, atom 53 (H): 0.12, atom 54 (H): 0.11, atom 55 (H): 0.10, atom 56 (H): 0.14, atom 57 (H): 0.13, atom 58 (H): 0.13, atom 59 (H): 0.13, atom 60 (H): 0.12, atom 61 (H): 0.12, atom 62 (C): -0.23, atom 63 (Ge): 1.01, atom 64 (C): -0.31, atom 65 (C): -0.14, atom 66 (C): -0.06, atom 67 (C): -0.04, atom 68 (C): -0.04, atom 69 (C): -0.10, atom 70 (C): -0.30, atom 71 (C): -0.14, atom 72 (C): -0.07, atom 73 (C): -0.05, atom 74 (C): -0.04, atom 75 (C): -0.08, atom 76 (C): -0.29, atom 77 (C): -0.11, atom 78 (C): -0.06, atom 79 (C): -0.04, atom 80 (C): -0.06, atom 81 (C): -0.10, atom 82 (H): 0.08, atom 83 (H): 0.12, atom 84 (H): 0.12, atom 85 (H): 0.12, atom 86 (H): 0.12, atom 87 (H): 0.08, atom 88 (H): 0.12, atom 89 (H): 0.12, atom 90 (H): 0.12, atom 91 (H): 0.11, atom 92 (H): 0.08, atom 93 (H): 0.12, atom 94 (H): 0.12, atom 95 (H): 0.12, atom 96 (H): 0.10